Version w
13
Properties=species:S:1:pos:R:3 method="wB97M-V/def2-TZVPD" e_lumo_ha=-0.188 total_charge=+1
C 0.413 0.080 0.712
C 0.580 1.528 0.005
C -0.171 -1.979 -0.756
N -0.316 -0.771 -0.287
S -1.051 2.247 -0.406
I 1.049 -3.260 0.418
I -1.322 -2.798 -2.318
H 1.350 -0.286 1.004
H -0.198 0.271 1.667
H 1.143 2.139 0.751
H 1.214 1.313 -0.815
H -1.049 -0.233 -0.682
H -1.641 1.748 0.706

***

Version x
13
Properties=species:S:1:pos:R:3 method="wB97M-V/def2-TZVPD" e_lumo_ha=-0.223 total_charge=+1
C 1.248 -0.435 -0.243
C 0.566 -0.096 1.092
C -2.183 0.124 0.498
N 0.547 0.183 -1.294
S -1.070 -0.898 1.224
I -2.119 2.190 0.260
I -3.783 -0.865 -0.347
H 2.324 0.004 -0.206
H 1.193 -1.475 -0.548
H 1.141 -0.437 1.941
H 0.311 0.980 1.167
H 0.862 1.091 -1.433
H 0.962 -0.368 -2.112

***

The most stable arrangement is version w, and the next structure is 68.6 kJ/mol less stable.

***

Version w
24
Properties=species:S:1:pos:R:3 method="wB97M-V/def2-TZVPD" e_lumo_ha=-0.001
C -4.391 -0.065 0.186
C -3.533 -0.986 -0.490
C -2.289 -0.514 -0.673
C -1.605 0.599 -0.190
C -2.460 1.273 0.691
C -3.768 0.975 0.903
C 2.521 1.115 -0.522
C 3.530 0.478 0.377
C 3.432 -0.772 1.070
C 1.351 -1.040 -0.242
H -5.433 -0.403 0.148
H -3.824 -1.940 -0.906
H -1.670 -1.172 -1.317
H -0.558 0.717 -0.413
H -2.132 2.237 1.306
H -4.343 1.402 1.885
H 0.818 0.732 -1.255
H 4.420 1.182 0.532
H 4.090 -0.997 1.839
H 2.104 -2.639 0.720
N 1.395 0.245 -0.592
N 2.251 -1.470 0.779
O 2.516 2.312 -0.727
O 0.518 -1.928 -0.587

***

Version x
24
Properties=species:S:1:pos:R:3 method="wB97M-V/def2-TZVPD" e_lumo_ha=0.010
C -2.099 -0.606 -0.918
C -1.994 0.426 0.018
C -1.001 1.423 -0.110
C -0.335 1.481 -1.389
C -0.628 0.546 -2.310
C -1.565 -0.475 -2.113
C 0.413 -1.744 1.367
C 0.427 -0.574 2.367
C 1.420 0.376 2.090
C 1.990 -0.244 -0.149
H -2.712 -1.350 -0.725
H -2.328 0.431 1.100
H -0.851 2.228 0.540
H 0.335 2.370 -1.726
H -0.216 0.677 -3.335
H -1.958 -1.040 -2.917
H 1.188 -2.040 -0.750
H -0.299 -0.389 3.330
H 1.666 0.961 2.949
H 2.896 1.282 1.138
N 1.269 -1.455 0.145
N 2.127 0.502 1.042
O -0.302 -2.805 1.592
O 2.557 0.020 -1.236

***

Version y
24
Properties=species:S:1:pos:R:3 method="wB97M-V/def2-TZVPD" e_lumo_ha=0.004
C -3.164 0.547 -0.272
C -2.790 -0.792 0.070
C -1.490 -0.885 0.394
C -0.521 0.126 0.206
C -0.977 1.446 0.177
C -2.296 1.686 -0.211
C 1.220 -1.190 -0.916
C 1.307 -1.550 0.509
C 1.947 -0.774 1.358
C 2.409 0.887 -0.376
H -4.220 0.929 -0.617
H -3.467 -1.678 -0.117
H -1.015 -1.996 0.318
H 0.613 -0.285 0.091
H -0.335 2.345 0.485
H -2.552 2.675 -0.693
H 1.564 0.385 -2.182
H 0.902 -2.561 0.762
H 2.096 -0.952 2.420
H 3.020 1.069 1.415
N 1.883 0.006 -1.297
N 2.565 0.397 0.866
O 0.536 -1.809 -1.678
O 2.763 1.973 -0.711

***

Version z
24
Properties=species:S:1:pos:R:3 method="wB97M-V/def2-TZVPD" e_lumo_ha=0.012
C -0.934 -3.057 1.216
C 0.153 -1.268 0.692
C -0.986 0.138 -0.710
C -2.150 0.567 -1.446
C -2.363 1.810 -1.905
C -1.160 2.623 -2.003
C -0.001 2.303 -1.489
C 0.013 1.086 -0.662
C 1.228 -0.543 0.628
C 3.261 0.088 1.809
H -0.427 -4.382 1.315
H -1.869 -2.910 1.931
H -1.310 -2.713 0.010
H -3.112 0.112 -1.488
H -3.475 2.240 -1.825
H -1.267 3.653 -2.408
H 1.074 2.750 -1.976
H 2.585 0.981 2.093
H 3.979 -0.169 2.565
H 3.981 0.322 0.868
N -0.931 -0.981 0.010
N 1.251 0.536 -0.012
O 0.186 -2.224 1.445
O 2.276 -0.962 1.342

***

The most stable arrangement is version x, and the next structure is 54.4 kJ/mol less stable.

***

Version w
23
Properties=species:S:1:pos:R:3 method="wB97M-V/def2-TZVPD" e_lumo_ha=0.029
C 0.345 0.166 0.347
C 0.673 1.165 -0.984
C -0.627 -0.865 -0.167
C -0.976 -1.880 1.114
C -1.942 -0.308 -0.685
N 1.614 -0.340 0.770
N 1.405 2.342 -0.594
O -0.204 1.007 1.315
O 1.460 0.405 -1.869
H -0.060 0.599 2.177
H 1.989 1.023 -2.389
H -0.227 1.512 -1.509
H -0.130 -1.475 -0.922
H 1.787 -0.706 1.700
H 2.060 -0.889 0.045
H 0.769 3.006 -0.167
H 2.099 2.086 0.104
H -1.566 -1.336 1.849
H -1.574 -2.699 0.723
H -0.089 -2.294 1.591
H -1.810 0.125 -1.674
H -2.679 -1.105 -0.764
H -2.317 0.460 -0.012

***

Version x
23
Properties=species:S:1:pos:R:3 method="wB97M-V/def2-TZVPD" e_lumo_ha=0.031
C -1.827 0.107 0.021
C -2.429 0.882 -1.142
N -0.436 -0.305 -0.265
N -0.399 -1.301 -1.296
H 0.396 0.521 -0.534
H -0.210 -2.188 -0.825
H 0.440 -1.116 -1.839
H -1.823 0.721 0.919
H -2.407 -0.793 0.235
H -2.440 0.271 -2.044
H -1.855 1.790 -1.337
H -3.453 1.169 -0.903
C 2.813 0.346 -0.531
C 0.275 0.091 2.203
C 0.502 -0.691 0.943
O 1.600 0.823 -0.021
O 1.065 -1.756 0.864
H 3.661 0.876 -0.078
H 2.940 -0.727 -0.309
H 2.886 0.470 -1.622
H 0.103 1.146 2.006
H -0.576 -0.327 2.749
H 1.174 -0.009 2.807

***

Version y
23
Properties=species:S:1:pos:R:3 method="wB97M-V/def2-TZVPD" e_lumo_ha=0.027
C -1.365 -0.435 0.276
C -1.938 -1.828 0.107
C 0.352 -0.340 -1.920
C 0.485 -0.657 -0.456
O -2.104 0.529 -0.486
O 1.098 -1.617 -0.034
H -3.052 0.387 -0.340
H -1.443 -0.172 1.346
H -2.981 -1.887 0.450
H -1.908 -2.134 -0.943
H -1.369 -2.560 0.686
H -0.072 -1.210 -2.420
H 1.349 -0.164 -2.332
H -0.279 0.528 -2.096
C 1.587 0.744 1.720
N 0.982 0.980 0.404
N 1.598 2.029 -0.348
H -0.115 0.953 0.496
H 2.610 1.909 -0.348
H 1.394 2.928 0.081
H 1.025 -0.037 2.234
H 2.616 0.399 1.605
H 1.530 1.655 2.318

***

Version z
23
Properties=species:S:1:pos:R:3 method="wB97M-V/def2-TZVPD" e_lumo_ha=0.030
C -1.704 0.253 -0.084
C -3.193 0.368 -0.370
N -1.544 1.046 1.131
O -1.225 -1.087 0.014
H -1.914 -1.638 0.405
H -1.115 0.737 -0.868
H -1.817 0.517 1.954
H -0.579 1.325 1.277
H -3.764 -0.291 0.298
H -3.411 0.139 -1.409
H -3.273 1.426 0.159
C 2.340 -0.265 0.004
C 2.011 -1.062 -1.260
N 1.693 -0.856 1.157
C 2.019 1.201 -0.203
O 1.342 1.866 0.538
H 3.430 -0.297 0.167
H 1.735 -0.217 1.945
H 0.712 -1.018 0.942
H 2.475 1.646 -1.110
H 0.935 -1.059 -1.428
H 2.512 -0.640 -2.129
H 2.335 -2.091 -1.130

***

The most stable arrangement is version w, and the next structure is 52.0 kJ/mol less stable.

***

Version w
30
Properties=species:S:1:pos:R:3 method="wB97M-V/def2-TZVPD" e_lumo_ha=0.012
C 0.894 5.077 -2.230
C 0.868 4.040 -1.169
C -0.079 3.102 -0.913
N 0.158 2.275 0.136
C 1.274 2.538 0.711
N 1.819 1.906 1.794
C 1.382 0.800 2.492
O 2.009 0.419 3.449
C 0.138 0.130 1.980
H -0.638 0.853 1.733
H -0.216 -0.617 2.690
S 0.544 -0.771 0.446
C -0.589 -2.078 0.625
N -1.420 -2.297 1.604
N -2.105 -3.418 1.309
C -1.704 -3.870 0.159
N -0.722 -3.046 -0.335
N -0.059 -3.176 -1.549
H 0.051 -2.256 -1.971
H 0.869 -3.573 -1.407
C -2.174 -5.077 -0.549
H -2.315 -4.853 -1.604
H -1.437 -5.875 -0.464
H -3.107 -5.409 -0.105
H 2.683 2.301 2.150
S 2.164 3.881 -0.013
H -0.988 2.970 -1.469
H -0.006 5.002 -2.837
H 1.765 4.949 -2.872
H 0.944 6.073 -1.793

***

Version x
30
Properties=species:S:1:pos:R:3 method="wB97M-V/def2-TZVPD" e_lumo_ha=-0.034
S 3.212 -2.750 2.253
C 1.764 -2.635 1.101
C 2.139 -2.371 -0.431
C 3.140 -1.107 -0.645
C 2.181 0.193 -0.550
N 1.862 0.576 0.741
N 1.048 1.602 0.816
C 0.658 2.113 -0.407
C -0.391 3.341 -0.316
C -1.844 2.661 -0.577
S -2.534 2.017 1.048
C -3.366 0.445 0.608
N -2.953 -0.914 0.863
N -3.866 -1.796 0.404
C -4.915 -1.018 -0.188
O -4.616 0.345 -0.074
N 1.008 1.757 -1.696
N 1.822 0.732 -1.773
H 2.962 -1.749 3.193
H 1.177 -3.626 1.140
H 1.030 -1.836 1.466
H 2.494 -3.304 -0.993
H 1.158 -2.051 -0.949
H 3.610 -1.190 -1.689
H 3.972 -1.066 0.126
H -0.429 3.784 0.729
H -0.165 4.113 -1.133
H -2.573 3.385 -1.093
H -1.739 1.746 -1.268
H -5.845 -1.399 -0.707

***

The most stable arrangement is version w, and the next structure is 553.2 kJ/mol less stable.

***

Version w
65
Properties=species:S:1:pos:R:3 method="wB97M-V/def2-TZVPD" e_lumo_ha=0.012
C 3.240 -2.253 6.642
C 2.404 -1.434 5.707
C 2.862 -1.142 4.429
C 2.110 -0.387 3.551
C 0.866 0.097 3.945
C 0.397 -0.192 5.221
C 1.153 -0.951 6.101
C 0.620 -1.245 7.470
H 1.290 -0.851 8.235
H -0.361 -0.797 7.603
H 0.537 -2.320 7.627
H -0.568 0.180 5.523
N 0.148 0.868 3.024
C -1.094 1.383 3.132
O -1.841 1.288 4.081
C -1.498 2.166 1.880
H -2.427 2.697 2.083
H -0.715 2.856 1.568
S -1.875 1.098 0.453
C -0.299 0.921 -0.307
N 0.733 1.370 0.325
C 1.967 1.257 -0.258
C 3.093 1.730 0.423
C 4.337 1.610 -0.154
C 4.488 1.025 -1.411
C 3.387 0.560 -2.094
C 2.117 0.668 -1.524
C 0.940 0.178 -2.231
O 0.944 -0.319 -3.336
N -0.265 0.320 -1.523
C -1.472 -0.144 -2.181
C -2.093 0.950 -3.047
H -2.442 1.774 -2.421
H -1.330 1.338 -3.723
C -3.277 0.394 -3.838
N -2.953 -0.840 -4.527
C -4.145 -1.534 -4.980
C -3.783 -2.918 -5.507
C -2.801 -2.794 -6.665
C -1.591 -1.996 -6.197
C -2.028 -0.648 -5.633
H -1.146 -0.122 -5.268
H -2.490 -0.042 -6.435
H -1.070 -2.549 -5.413
H -0.894 -1.833 -7.020
H -2.496 -3.782 -7.015
H -3.283 -2.275 -7.498
H -3.321 -3.490 -4.700
H -4.690 -3.436 -5.822
H -4.828 -1.632 -4.131
H -4.667 -0.964 -5.772
H -4.085 0.172 -3.134
H -3.641 1.173 -4.533
H -1.193 -0.979 -2.828
H -2.181 -0.491 -1.428
H 3.472 0.105 -3.069
H 5.471 0.939 -1.847
H 5.207 1.972 0.374
H 2.967 2.185 1.393
H 0.619 1.037 2.131
H 2.483 -0.173 2.559
H 3.827 -1.512 4.113
H 4.176 -2.540 6.170
H 3.466 -1.691 7.548
H 2.710 -3.157 6.939

***

Version x
65
Properties=species:S:1:pos:R:3 method="wB97M-V/def2-TZVPD" e_lumo_ha=0.007
C 3.493 -3.485 0.323
C 2.056 -3.254 -0.040
C 1.736 -2.537 -1.187
C 0.411 -2.374 -1.536
C -0.604 -2.871 -0.740
C -0.312 -3.548 0.445
C 1.038 -3.760 0.748
H 1.310 -4.347 1.614
N -1.294 -4.052 1.302
C -1.089 -3.948 2.734
H -0.041 -3.728 2.927
C -1.965 -2.806 3.318
N -2.351 -1.915 2.250
C -1.451 -1.053 1.688
N -1.801 -0.505 0.539
C -0.939 0.281 -0.120
C -1.320 0.794 -1.380
C -0.434 1.527 -2.121
C 0.849 1.778 -1.627
C 1.249 1.322 -0.402
C 0.363 0.564 0.378
C 0.683 0.048 1.655
C -0.209 -0.735 2.316
H 0.039 -1.128 3.288
H 1.648 0.275 2.086
H 2.251 1.527 -0.057
S 1.961 2.803 -2.581
O 3.310 2.530 -2.179
O 1.619 2.707 -3.970
N 1.613 4.361 -2.098
C 0.321 4.865 -2.498
C 0.315 6.388 -2.385
C 0.661 6.801 -0.957
C 2.007 6.197 -0.564
C 1.964 4.680 -0.736
H 2.942 4.235 -0.550
H 1.233 4.248 -0.031
H 2.788 6.601 -1.209
H 2.250 6.439 0.471
H 0.699 7.889 -0.878
H -0.113 6.439 -0.276
H 1.058 6.794 -3.072
H -0.667 6.770 -2.669
H 0.164 4.545 -3.528
H -0.477 4.444 -1.864
H -0.684 1.902 -3.102
H -2.311 0.572 -1.742
C -3.284 -2.579 1.361
H -4.232 -2.716 1.889
H -3.439 -1.926 0.505
C -2.694 -3.960 0.931
H -2.750 -4.062 -0.155
C -3.487 -5.130 1.519
H -2.989 -6.066 1.280
H -4.482 -5.146 1.081
H -3.592 -5.058 2.598
H -2.888 -3.202 3.750
H -1.439 -2.270 4.106
H -1.331 -4.900 3.217
H -1.621 -2.684 -1.043
H 0.155 -1.829 -2.434
H 2.518 -2.120 -1.803
H 3.586 -3.892 1.327
H 3.946 -4.189 -0.375
H 4.054 -2.554 0.265

***

The most stable arrangement is version w, and the next structure is 182.5 kJ/mol less stable.

***

Version w
18
Properties=species:S:1:pos:R:3 method="wB97M-V/def2-TZVPD" e_lumo_ha=0.023
N 0.324 0.836 1.635
C 0.670 0.129 0.419
C 0.484 -1.358 0.275
S 0.889 -2.194 1.879
C 0.165 0.717 -1.007
N 1.080 0.611 -1.984
O -0.890 1.350 -1.232
H 0.088 1.746 1.288
H 1.187 -1.221 2.692
H -0.717 0.511 1.917
H 1.833 0.416 0.213
H 1.091 -1.989 -0.346
H -0.626 -1.484 0.210
H 1.981 0.265 -1.884
H 0.857 0.894 -2.926
H -2.703 -0.045 -1.091
H -2.881 0.910 0.115
O -2.832 -0.095 -0.173

***

Version x
18
Properties=species:S:1:pos:R:3 method="wB97M-V/def2-TZVPD" e_lumo_ha=0.023
N -0.947 -0.746 -1.085
C -0.062 0.196 -0.430
C 0.399 -0.214 0.988
S 0.441 1.163 2.107
C 1.181 0.421 -1.310
N 2.336 1.004 -0.803
O 1.237 0.019 -2.460
H -1.042 -0.549 -2.064
H -0.848 1.196 2.404
H -0.648 -1.720 -1.010
H -0.640 1.116 -0.350
H 1.399 -0.635 0.970
H -0.198 -1.054 1.359
H 2.415 1.213 0.172
H 3.056 1.103 -1.475
H -2.192 -1.033 1.520
H -2.869 -0.841 0.262
O -3.018 -0.639 1.205

***

The most stable arrangement is version x, and the next structure is 125.9 kJ/mol less stable.

***

Version w
22
Properties=species:S:1:pos:R:3 method="wB97M-V/def2-TZVPD" s2=0.754 e_lumo_ha="-0.116 / -0.282" spin_multiplicity=2 total_charge=+1
C -1.748 -1.132 -0.180
N -1.845 -0.018 0.748
C 0.289 1.000 0.101
C -0.707 0.722 1.244
C 0.062 0.148 2.457
H -2.427 -1.030 -1.030
H -2.129 -1.996 0.391
H -0.712 -1.297 -0.457
H -2.639 0.577 0.513
H 1.098 1.586 0.562
H -0.166 1.505 -0.751
H 0.706 0.119 -0.382
H -1.067 1.663 1.640
H 0.949 0.744 2.641
H 0.319 -0.907 2.272
H -0.507 0.202 3.384
H 1.236 -0.145 -2.814
H -0.124 0.187 -3.294
O 0.689 0.631 -2.995
H 3.117 -0.138 -1.606
H 2.920 -1.422 -0.816
O 2.684 -0.996 -1.628

***

Version x
22
Properties=species:S:1:pos:R:3 method="wB97M-V/def2-TZVPD" s2=0.755 e_lumo_ha="-0.123 / -0.325" spin_multiplicity=2 total_charge=+1
C 0.510 1.196 -0.860
C 0.696 2.679 -1.323
C 1.708 2.798 -2.477
C -0.694 3.143 -1.768
N 1.703 0.709 -0.250
H 0.261 0.575 -1.727
H -0.340 1.103 -0.180
H 1.012 3.303 -0.478
H 1.218 2.664 -3.436
H 2.476 2.029 -2.450
H 2.148 3.782 -2.525
H -1.451 2.912 -1.011
H -0.648 4.215 -1.975
H -0.999 2.625 -2.676
H 2.104 1.425 0.367
H 2.384 0.400 -0.944
H -3.343 -2.895 1.542
H -3.214 -2.177 2.792
O -2.872 -2.985 2.382
H -0.794 -6.339 2.593
H -1.039 -5.495 3.813
O -0.318 -5.872 3.287

***

The most stable arrangement is version w, and the next structure is 60.9 kJ/mol less stable.